Below is a structure of composition C12H19O7S2W, with properties calculated with ωB97M-V/def2-TZVPD.

Geometry as XYZ:
```
41
Properties=species:S:1:pos:R:3:forces:R:3:nbo_charge:R:1
W 0.31436 0.39441 0.28345 0.3 -0.1 -1.3 2.0983
S -0.68548 -1.94661 -0.62522 -0.1 -0.3 -0.1 2.3551
S -2.17251 1.20517 -0.45797 -0.4 0.0 0.0 2.3563
O -0.77888 1.60316 -0.98330 0.3 -0.3 0.2 -0.8516
O -1.57811 0.58963 0.84306 0.0 0.2 0.2 -0.8184
O 0.13925 -0.80946 -1.30831 0.0 0.3 0.5 -0.8166
O 2.21557 -0.38916 0.31306 -0.1 -0.1 0.1 -0.7670
O -0.33904 -3.27388 -0.90671 0.0 0.0 0.0 -0.7566
O -3.08672 2.25431 -0.32302 0.1 0.0 0.0 -0.7380
O -0.32320 -1.48057 0.80026 0.2 0.1 0.1 -0.8059
C 1.45878 3.14093 2.60821 0.0 0.0 0.0 -0.4990
C -4.07353 -0.01646 -1.82785 0.1 0.0 0.0 -0.1105
C 4.23617 -1.84112 0.02820 0.0 0.0 0.0 -0.7046
C -2.84320 -0.21599 -1.23490 0.0 0.1 0.0 -0.3016
C 2.77788 -1.80889 -0.25454 -0.1 0.1 0.0 0.0059
C 1.80128 2.39314 0.20906 -0.1 -0.1 0.0 -0.6001
C -2.32038 -1.53804 -1.11570 0.1 0.0 0.0 -0.4048
C -4.79924 -1.11084 -2.31850 0.0 -0.1 0.0 -0.1204
C -3.05508 -2.60647 -1.58890 0.1 0.0 0.1 -0.0881
C 0.85523 2.24233 1.42858 0.2 0.2 0.4 -0.3967
C -4.30733 -2.38920 -2.18039 -0.1 0.1 0.0 -0.1180
C 0.68090 0.88008 2.24826 -0.1 -0.1 -0.1 -0.4784
H 4.46323 -1.83919 1.09602 0.0 0.0 0.0 0.2510
H 2.43651 2.77237 2.91080 0.0 0.0 0.0 0.2488
H 1.60310 1.76577 -0.72176 -0.1 0.0 0.0 0.2549
H 1.59034 0.50168 2.71120 0.0 0.0 0.0 0.2803
H -4.49323 0.98044 -1.88703 0.0 0.0 0.0 0.2842
H -4.87240 -3.23955 -2.53896 0.0 0.0 0.0 0.2832
H -5.75882 -0.93648 -2.78732 0.0 0.0 0.0 0.2833
H 2.91136 -0.10025 0.92765 0.0 0.0 0.0 0.5522
H -0.11199 2.69723 1.20259 0.0 0.1 0.0 0.3130
H -0.13438 0.95285 2.96302 0.0 0.0 0.0 0.3195
H 1.64944 3.39024 -0.20805 0.0 0.0 0.0 0.3378
H 4.78820 -1.06719 -0.50438 0.0 0.0 0.0 0.2582
H -2.65150 -3.60938 -1.52480 0.0 0.0 0.0 0.2850
H 2.84956 2.22580 0.44748 0.0 0.0 0.0 0.2823
H 1.55112 4.14064 2.18459 0.0 0.0 0.0 0.2774
H 2.50776 -1.73885 -1.30267 0.0 0.0 0.0 0.2331
H 0.77874 3.16127 3.45466 0.0 0.0 0.0 0.2706
H 2.18247 -2.53027 0.29737 0.0 0.0 0.0 0.2287
H 4.59378 -2.80363 -0.35726 0.0 0.0 0.0 0.3169
```
Forces are in eV/Å.

Properties
**Total charge**: +3
**HOMO energy**: -20.097 eV